Record 1
# C51H51N3O2Y

A molecular structure, C51H51N3O2Y at a distorted geometry (ωB97M-V/def2-TZVPD, OMol25).

Cartesian coordinates (Å):
Y (0.75, 0.12, 0.13)
O (1.13, 2.03, 0.00)
C (0.84, 2.82, -1.10)
C (0.49, 1.92, -2.36)
C (1.70, 1.11, -2.65)
C (2.66, 1.52, -3.57)
C (3.85, 0.83, -3.66)
C (4.05, -0.27, -2.84)
C (3.05, -0.65, -1.96)
C (3.19, -1.87, -1.09)
C (3.24, -1.55, 0.45)
O (2.03, -1.07, 0.93)
C (3.54, -2.83, 1.24)
C (3.96, -2.66, 2.56)
C (4.24, -3.75, 3.36)
C (4.08, -5.03, 2.86)
C (3.60, -5.21, 1.57)
C (3.33, -4.11, 0.77)
C (4.40, -0.57, 0.65)
C (4.18, 0.72, 1.08)
C (5.24, 1.61, 1.21)
C (6.53, 1.20, 0.88)
C (6.75, -0.10, 0.48)
C (5.70, -0.99, 0.38)
N (1.89, 0.03, -1.87)
C (-0.32, 3.76, -0.75)
C (-1.57, 3.74, -1.35)
C (-2.53, 4.67, -0.99)
C (-2.26, 5.62, -0.02)
C (-1.03, 5.62, 0.62)
C (-0.07, 4.69, 0.26)
C (2.01, 3.70, -1.55)
C (1.78, 4.80, -2.36)
C (2.83, 5.57, -2.82)
C (4.13, 5.25, -2.46)
C (4.37, 4.17, -1.63)
C (3.32, 3.39, -1.18)
H (0.22, 2.56, -3.19)
H (-0.36, 1.27, -2.11)
H (2.46, 2.38, -4.19)
H (4.62, 1.14, -4.36)
H (4.96, -0.84, -2.89)
H (4.10, -2.39, -1.35)
H (2.33, -2.51, -1.29)
H (4.07, -1.66, 2.94)
H (4.57, -3.60, 4.37)
H (4.31, -5.89, 3.47)
H (3.43, -6.20, 1.19)
H (2.97, -4.29, -0.23)
H (3.16, 1.03, 1.33)
H (5.06, 2.62, 1.55)
H (7.35, 1.90, 0.97)
H (7.76, -0.43, 0.26)
H (5.89, -2.01, 0.10)
H (-1.81, 3.02, -2.11)
H (-3.49, 4.66, -1.48)
H (-2.99, 6.38, 0.22)
H (-0.82, 6.34, 1.39)
H (0.89, 4.69, 0.74)
H (0.77, 5.06, -2.66)
H (2.63, 6.43, -3.44)
H (4.95, 5.85, -2.82)
H (5.38, 3.93, -1.33)
H (3.50, 2.54, -0.55)
C (-4.90, -4.85, 0.23)
C (-3.45, -5.19, -0.13)
C (-2.96, -6.28, 0.84)
C (-3.43, -5.73, -1.57)
C (-2.51, -4.01, -0.05)
C (-1.15, -4.14, -0.32)
C (-0.33, -3.03, -0.29)
N (-0.76, -1.79, -0.04)
C (-2.06, -1.65, 0.28)
C (-2.94, -2.73, 0.29)
C (-2.50, -0.30, 0.68)
C (-3.85, -0.02, 0.89)
C (-4.25, 1.21, 1.39)
C (-3.24, 2.15, 1.60)
C (-1.92, 1.82, 1.34)
N (-1.54, 0.62, 0.89)
C (-5.70, 1.50, 1.72)
C (-6.23, 2.56, 0.74)
C (-6.61, 0.27, 1.63)
C (-5.78, 2.04, 3.15)
H (-5.49, -5.75, 0.14)
H (-5.31, -4.11, -0.46)
H (-4.98, -4.49, 1.25)
H (-3.65, -7.12, 0.83)
H (-2.91, -5.89, 1.85)
H (-1.97, -6.64, 0.56)
H (-4.11, -6.58, -1.64)
H (-2.44, -6.06, -1.86)
H (-3.77, -4.97, -2.27)
H (-0.72, -5.10, -0.55)
H (0.73, -3.15, -0.46)
H (-3.96, -2.59, 0.58)
H (-4.59, -0.77, 0.68)
H (-3.45, 3.14, 1.98)
H (-1.14, 2.54, 1.51)
H (-6.16, 2.19, -0.29)
H (-5.67, 3.48, 0.82)
H (-7.27, 2.77, 0.96)
H (-6.69, -0.11, 0.62)
H (-7.60, 0.55, 1.95)
H (-6.26, -0.53, 2.29)
H (-5.27, 3.00, 3.25)
H (-5.34, 1.34, 3.85)
H (-6.82, 2.19, 3.43)

Output
Orbital gap in eV: 7.81
Relative energy (zero: lowest compared OMol25 entry of this formula, charge and spin) in eV: 0.829
LUMO level in eV: -2.98
Charge: +1
F_max in eV/Å: 3.51
Highest occupied orbital energy in eV: -10.79
Spin multiplicity: 1

Löwdin population analysis, charges in e, atoms 1 to 99: atom 1 (Y): 1.482, atom 2 (O): -0.296, atom 3 (C): -0.461, atom 4 (C): -0.049, atom 5 (C): -0.250, atom 6 (C): 0.004, atom 7 (C): -0.007, atom 8 (C): 0.016, atom 9 (C): -0.229, atom 10 (C): -0.049, atom 11 (C): -0.457, atom 12 (O): -0.291, atom 13 (C): -0.156, atom 14 (C): -0.018, atom 15 (C): -0.063, atom 16 (C): -0.084, atom 17 (C): -0.079, atom 18 (C): -0.041, atom 19 (C): -0.175, atom 20 (C): -0.039, atom 21 (C): -0.077, atom 22 (C): -0.077, atom 23 (C): -0.063, atom 24 (C): -0.029, atom 25 (N): 0.070, atom 26 (C): -0.193, atom 27 (C): -0.044, atom 28 (C): -0.082, atom 29 (C): -0.085, atom 30 (C): -0.060, atom 31 (C): -0.032, atom 32 (C): -0.175, atom 33 (C): -0.030, atom 34 (C): -0.067, atom 35 (C): -0.080, atom 36 (C): -0.062, atom 37 (C): -0.024, atom 38 (H): 0.135, atom 39 (H): 0.115, atom 40 (H): 0.128, atom 41 (H): 0.122, atom 42 (H): 0.122, atom 43 (H): 0.126, atom 44 (H): 0.100, atom 45 (H): 0.125, atom 46 (H): 0.107, atom 47 (H): 0.104, atom 48 (H): 0.103, atom 49 (H): 0.101, atom 50 (H): 0.098, atom 51 (H): 0.111, atom 52 (H): 0.105, atom 53 (H): 0.107, atom 54 (H): 0.125, atom 55 (H): 0.107, atom 56 (H): 0.106, atom 57 (H): 0.105, atom 58 (H): 0.108, atom 59 (H): 0.131, atom 60 (H): 0.123, atom 61 (H): 0.106, atom 62 (H): 0.104, atom 63 (H): 0.104, atom 64 (H): 0.086, atom 65 (C): -0.056, atom 66 (C): -0.558, atom 67 (C): -0.031, atom 68 (C): -0.031, atom 69 (C): -0.133, atom 70 (C): 0.025, atom 71 (C): -0.080, atom 72 (N): 0.028, atom 73 (C): -0.179, atom 74 (C): 0.067, atom 75 (C): -0.184, atom 76 (C): 0.062, atom 77 (C): -0.131, atom 78 (C): 0.024, atom 79 (C): -0.085, atom 80 (N): 0.032, atom 81 (C): -0.554, atom 82 (C): -0.028, atom 83 (C): -0.055, atom 84 (C): -0.035, atom 85 (H): 0.091, atom 86 (H): 0.090, atom 87 (H): 0.090, atom 88 (H): 0.092, atom 89 (H): 0.096, atom 90 (H): 0.080, atom 91 (H): 0.092, atom 92 (H): 0.082, atom 93 (H): 0.094, atom 94 (H): 0.120, atom 95 (H): 0.088, atom 96 (H): 0.097, atom 97 (H): 0.096, atom 98 (H): 0.118, atom 99 (H): 0.113



Record 2
# C51H53BrN4O4RhSTe

A molecular structure, C51H53BrN4O4RhSTe at a distorted geometry (ωB97M-V/def2-TZVPD, OMol25).

Cartesian coordinates (Å):
Rh (1.88, -1.22, -1.33)
Br (3.07, 0.48, -4.12)
C (4.11, 0.07, -2.66)
C (5.42, 0.60, -2.73)
C (6.34, 0.22, -1.74)
C (5.86, -0.44, -0.55)
C (4.52, -0.73, -0.44)
N (3.80, -0.77, -1.67)
C (3.73, -0.97, 0.80)
O (4.23, -0.76, 1.90)
O (2.50, -1.44, 0.55)
H (5.56, 1.35, -3.53)
H (7.39, 0.53, -1.76)
H (6.49, -0.75, 0.27)
C (-3.97, 1.91, -2.72)
C (-2.71, 2.43, -2.94)
C (-1.59, 1.73, -2.54)
C (-1.72, 0.67, -1.62)
C (-3.03, 0.24, -1.25)
C (-4.09, 0.82, -1.82)
C (-0.47, 0.08, -1.25)
C (-0.09, -1.09, -0.72)
C (-0.85, -2.12, 0.03)
C (-0.73, -2.56, 1.39)
C (-1.73, -3.36, 1.99)
C (-2.76, -3.94, 1.25)
C (-2.77, -3.67, -0.13)
C (-1.85, -2.82, -0.71)
H (-4.88, 2.32, -3.08)
H (-2.56, 3.39, -3.44)
H (-0.66, 2.04, -2.93)
H (-3.15, -0.60, -0.56)
H (-5.07, 0.41, -1.62)
H (0.39, 0.72, -1.57)
H (1.16, -1.77, 1.70)
H (-1.60, -3.57, 3.05)
H (-3.50, -4.52, 1.77)
H (-3.51, -4.13, -0.80)
H (-1.98, -2.63, -1.77)
C (5.44, -5.08, -2.99)
C (4.23, -5.49, -2.13)
C (2.85, -5.57, -2.78)
N (2.28, -4.26, -2.98)
C (1.03, -3.83, -3.31)
S (0.86, -2.14, -3.36)
N (0.05, -4.73, -3.53)
C (-1.34, -4.48, -3.92)
O (-2.28, -4.89, -3.25)
C (-1.55, -3.72, -5.18)
C (-2.88, -3.27, -5.36)
C (-3.26, -2.71, -6.55)
C (-2.38, -2.54, -7.61)
C (-1.10, -2.97, -7.42)
C (-0.64, -3.58, -6.22)
H (6.35, -5.50, -2.55)
H (5.55, -3.98, -3.02)
H (5.37, -5.53, -3.97)
H (4.20, -4.79, -1.28)
H (4.41, -6.46, -1.66)
H (2.25, -6.15, -2.10)
H (2.89, -6.16, -3.70)
H (2.95, -3.54, -3.01)
H (0.02, -5.45, -2.81)
H (-3.56, -3.41, -4.54)
H (-4.28, -2.37, -6.61)
H (-2.73, -2.13, -8.55)
H (-0.38, -2.89, -8.23)
H (0.35, -4.03, -6.17)
C (1.76, -1.97, 4.11)
C (0.36, -2.19, 3.53)
O (-0.65, -2.40, 4.25)
N (0.35, -2.16, 2.18)
Te (-0.80, 2.20, 2.06)
C (-2.58, 3.22, 2.76)
C (-2.71, 4.61, 2.57)
C (-1.51, 5.46, 2.16)
C (-3.98, 5.20, 2.78)
C (-5.13, 4.41, 3.06)
C (-6.55, 5.02, 3.20)
C (-4.95, 3.04, 3.24)
C (-3.69, 2.44, 3.07)
C (-3.68, 0.88, 3.15)
C (0.85, 3.23, 2.98)
C (0.93, 3.08, 4.39)
C (0.20, 1.97, 5.13)
C (1.76, 3.93, 5.08)
C (2.62, 4.86, 4.45)
C (3.45, 5.76, 5.34)
C (2.64, 4.84, 3.05)
C (1.73, 4.04, 2.27)
C (1.70, 4.19, 0.76)
H (1.76, -1.25, 4.91)
H (2.49, -1.68, 3.31)
H (2.15, -2.95, 4.51)
H (-1.01, 4.94, 1.35)
H (-0.78, 5.79, 2.95)
H (-1.88, 6.37, 1.74)
H (-4.10, 6.29, 2.64)
H (-6.66, 6.12, 3.08)
H (-6.91, 4.78, 4.24)
H (-7.18, 4.60, 2.43)
H (-5.77, 2.36, 3.41)
H (-4.60, 0.71, 3.72)
H (-2.87, 0.37, 3.68)
H (-3.89, 0.44, 2.16)
H (0.35, 0.99, 4.63)
H (-0.87, 2.19, 5.23)
H (0.62, 1.91, 6.16)
H (1.87, 3.88, 6.16)
H (3.29, 5.54, 6.40)
H (3.02, 6.79, 5.21)
H (4.54, 5.73, 5.10)
H (3.35, 5.39, 2.47)
H (2.16, 5.11, 0.42)
H (0.70, 4.04, 0.30)
H (2.29, 3.35, 0.35)

Output
Orbital gap (spin up / spin down) in eV: 3.73 / 3.20
Relative energy (zero: lowest compared OMol25 entry of this formula, charge and spin) in eV: 3.363
LUMO level (spin up / spin down) in eV: -0.58 / -3.96
Charge: 0
F_max in eV/Å: 4.88
Highest occupied orbital energy (spin up / spin down) in eV: -4.31 / -7.16
Spin multiplicity: 6

Löwdin population analysis, charges in e, atoms 1 to 99: atom 1 (Rh): 0.963, atom 2 (Br): 0.746, atom 3 (C): -0.839, atom 4 (C): -0.189, atom 5 (C): -0.101, atom 6 (C): -0.035, atom 7 (C): -0.224, atom 8 (N): -0.163, atom 9 (C): -0.572, atom 10 (O): 0.016, atom 11 (O): -0.258, atom 12 (H): 0.074, atom 13 (H): 0.087, atom 14 (H): 0.101, atom 15 (C): -0.081, atom 16 (C): -0.100, atom 17 (C): -0.045, atom 18 (C): -0.224, atom 19 (C): -0.047, atom 20 (C): -0.101, atom 21 (C): -0.222, atom 22 (C): -0.269, atom 23 (C): -0.147, atom 24 (C): -0.161, atom 25 (C): -0.021, atom 26 (C): -0.073, atom 27 (C): -0.104, atom 28 (C): -0.086, atom 29 (H): 0.084, atom 30 (H): 0.106, atom 31 (H): 0.098, atom 32 (H): 0.108, atom 33 (H): 0.103, atom 34 (H): 0.078, atom 35 (H): 0.085, atom 36 (H): 0.093, atom 37 (H): 0.094, atom 38 (H): 0.103, atom 39 (H): 0.099, atom 40 (C): -0.100, atom 41 (C): -0.244, atom 42 (C): -0.195, atom 43 (N): -0.006, atom 44 (C): -0.733, atom 45 (S): 0.679, atom 46 (N): 0.107, atom 47 (C): -0.366, atom 48 (O): 0.083, atom 49 (C): -0.172, atom 50 (C): -0.013, atom 51 (C): -0.081, atom 52 (C): -0.084, atom 53 (C): -0.074, atom 54 (C): -0.019, atom 55 (H): 0.072, atom 56 (H): 0.077, atom 57 (H): 0.067, atom 58 (H): 0.115, atom 59 (H): 0.105, atom 60 (H): 0.102, atom 61 (H): 0.121, atom 62 (H): 0.071, atom 63 (H): 0.149, atom 64 (H): 0.116, atom 65 (H): 0.102, atom 66 (H): 0.109, atom 67 (H): 0.101, atom 68 (H): 0.114, atom 69 (C): 0.009, atom 70 (C): -0.486, atom 71 (O): -0.031, atom 72 (N): 0.130, atom 73 (Te): 1.748, atom 74 (C): -0.366, atom 75 (C): -0.274, atom 76 (C): -0.055, atom 77 (C): 0.013, atom 78 (C): -0.219, atom 79 (C): -0.035, atom 80 (C): -0.020, atom 81 (C): -0.290, atom 82 (C): -0.056, atom 83 (C): -0.394, atom 84 (C): -0.306, atom 85 (C): -0.065, atom 86 (C): -0.012, atom 87 (C): -0.235, atom 88 (C): -0.045, atom 89 (C): 0.017, atom 90 (C): -0.286, atom 91 (C): -0.056, atom 92 (H): 0.061, atom 93 (H): 0.061, atom 94 (H): 0.103, atom 95 (H): 0.030, atom 96 (H): 0.112, atom 97 (H): 0.072, atom 98 (H): 0.123, atom 99 (H): 0.078